The following is a quantum chemistry calculation of the ion C2H4NO3P with charge -2 at a distorted geometry, from the Open Molecules 2025 dataset.

Properties
- HOMO-LUMO gap (eV) = 6.47
- ΔE to the lowest compared entry with this formula, charge and spin (kJ/mol) = 70.4
- multiplicity = 1
- lowest unoccupied orbital energy (eV) = 7.304
- molar mass (g/mol) = 121.03
- total charge = -2
- HOMO level (eV) = 0.833
- SMILES = O=P([O-])([O-])N1CC1

Element x y z (Å)
O -0.04589 -1.83215 0.57916
P 0.62281 -1.22581 -0.65506
O -0.18597 -1.51196 -1.96387
O 2.16302 -1.27903 -0.69979
N 0.50559 0.62322 -0.45488
C 0.16388 0.83483 0.87255
C -0.94662 0.81802 -0.09075
H 0.44150 1.80102 1.41986
H 0.31958 -0.02293 1.47131
H -1.62037 -0.07157 -0.19264
H -1.41753 1.86636 -0.28590